Density functional theory data (ωB97M-V/def2-TZVPD) for C38H112CaN18O8P6 as an isolated structure.

Each line ends with the Löwdin charge.
Geometry (Å):
Ca: -2.3603 -0.7155 -0.6837  1.355
O: -2.0824 -2.8149 -0.4358  -0.469
C: -0.7282 -3.1339 -0.5149  -0.427
C: 0.0483 -2.1418 0.2276  -0.436
O: -0.2687 -0.8681 -0.2619  -0.479
H: -0.3947 -3.0777 -1.5810  0.093
H: -0.4689 -4.2078 -0.2125  0.106
H: 1.1107 -2.2607 0.2788  0.074
H: -0.2361 -2.3162 1.3151  0.093
O: 4.2857 -0.4030 -5.4516  -0.282
P: 2.9610 -0.2807 -4.8390  0.438
N: 1.9839 -1.5968 -5.2573  -0.300
C: 2.6841 -2.7869 -5.7618  -0.118
C: 0.8874 -1.9834 -4.3462  -0.120
N: 1.8715 0.9064 -5.2644  -0.289
C: 1.9452 2.3024 -4.8126  -0.112
C: 0.8275 0.6726 -6.2613  -0.122
N: 3.1194 0.0049 -3.2799  -0.260
C: 2.0726 0.2200 -2.2559  -0.092
C: 4.2729 -0.7296 -2.5757  -0.054
H: 2.0013 -3.4921 -6.1585  0.058
H: 3.2201 -3.3359 -4.9558  0.085
H: 3.3965 -2.3711 -6.5180  0.085
H: 0.3643 -1.0655 -4.0470  0.049
H: 1.1462 -2.5500 -3.4338  0.080
H: 0.0050 -2.5184 -4.7865  0.097
H: 2.6907 2.3612 -3.9780  0.085
H: 2.3367 2.9840 -5.6235  0.097
H: 0.9515 2.6845 -4.5333  0.046
H: -0.1563 0.4953 -5.8037  0.060
H: 0.6053 1.6089 -6.8590  0.092
H: 1.1216 -0.1079 -6.9784  0.085
H: 2.0346 -0.6690 -1.7094  0.047
H: 2.2915 0.9148 -1.4442  0.057
H: 1.1583 0.4274 -2.7630  0.052
H: 3.9431 -1.7924 -2.5093  0.093
H: 4.4680 -0.4088 -1.5497  0.042
H: 5.1721 -0.6677 -3.1816  0.070
O: -2.2729 5.0826 -1.5649  -0.295
P: -1.2633 5.1323 -0.4842  0.506
N: -1.5853 4.2053 0.8345  -0.293
C: -2.6744 4.5507 1.6851  -0.118
C: -1.3675 2.7400 0.7853  -0.082
N: -1.1281 6.6743 0.0549  -0.319
C: -1.9831 7.7571 -0.4339  -0.075
C: -0.0841 7.0268 0.9417  -0.134
N: 0.1664 4.3669 -1.0165  -0.283
C: 0.5355 4.6232 -2.4043  -0.125
C: 1.3908 4.1474 -0.1627  -0.095
H: -3.6431 4.2479 1.2369  0.080
H: -2.5786 5.6071 1.9955  0.089
H: -2.6182 3.9595 2.6054  0.081
H: -0.7313 2.4579 -0.0753  0.069
H: -2.3298 2.1148 0.7763  0.071
H: -0.8787 2.4616 1.7452  0.082
H: -1.4392 8.2629 -1.1983  0.074
H: -2.8809 7.3431 -0.8240  0.060
H: -2.2042 8.4094 0.4398  0.098
H: -0.3998 7.1568 1.9838  0.084
H: 0.6462 6.2122 1.0135  0.051
H: 0.5087 7.9333 0.6625  0.103
H: 1.2166 5.5182 -2.5035  0.103
H: 0.9409 3.7077 -2.7563  0.032
H: -0.4164 4.8344 -3.0115  0.092
H: 2.2144 4.7450 -0.5173  0.063
H: 1.7254 3.0831 -0.2862  0.066
H: 1.2973 4.4004 0.8772  0.066
O: 0.2430 -6.2886 5.0656  -0.284
P: 1.5101 -6.4694 4.3410  0.484
N: 2.6464 -7.5210 4.8739  -0.310
C: 2.1871 -8.9387 4.9603  -0.087
C: 3.3547 -7.1676 6.1059  -0.106
N: 2.4097 -5.0395 4.2737  -0.338
C: 1.6808 -3.7965 4.1692  -0.100
C: 3.7057 -4.9924 3.7035  -0.145
N: 1.1278 -6.9758 2.8032  -0.311
C: -0.1675 -6.7736 2.1990  -0.115
C: 2.0248 -7.5747 1.8059  -0.108
H: 1.7545 -9.0164 5.9659  0.083
H: 2.9951 -9.6777 4.8008  0.090
H: 1.4912 -9.1628 4.1705  0.064
H: 4.3013 -7.7046 6.1521  0.087
H: 2.7666 -7.4663 6.9556  0.076
H: 3.5474 -6.0954 6.0346  0.072
H: 0.8615 -3.7861 4.9049  0.092
H: 2.3387 -3.0330 4.3368  0.031
H: 1.4174 -3.6320 3.0893  0.095
H: 3.6141 -4.8204 2.6249  0.083
H: 4.2555 -4.1286 4.1920  0.107
H: 4.2911 -5.8962 3.8747  0.071
H: -0.2985 -7.5349 1.4430  0.071
H: -1.0105 -6.7911 2.9510  0.093
H: -0.2237 -5.7485 1.7700  0.077
H: 2.0031 -6.9827 0.8602  0.095
H: 1.6112 -8.5312 1.5755  0.064
H: 3.0252 -7.6191 2.2187  0.069
O: -3.6732 0.5567 0.8581  -0.434
P: -3.9780 0.0085 2.2500  0.569
N: -4.3370 -1.5981 2.1664  -0.270
C: -4.9735 -2.0221 0.9110  -0.090
C: -3.5843 -2.5816 2.9939  -0.070
N: -5.3606 0.8006 2.8503  -0.331
C: -6.2481 0.2597 3.8219  -0.125
C: -5.6270 2.1410 2.5597  -0.138
N: -2.7286 0.3248 3.2427  -0.275
C: -1.3250 -0.1617 2.9531  -0.046
C: -2.8389 0.6325 4.6525  -0.094
H: -4.2465 -2.4854 0.2453  0.056
H: -5.3571 -1.1181 0.4143  0.058
H: -5.7391 -2.7618 0.9575  0.078
H: -4.1861 -3.4611 3.1461  0.075
H: -3.3655 -2.2090 4.0289  0.081
H: -2.5988 -2.8787 2.5508  0.089
H: -5.9615 -0.8091 3.9355  0.085
H: -6.0948 0.7204 4.8462  0.096
H: -7.2623 0.3403 3.4252  0.086
H: -4.9269 2.5571 1.8680  0.030
H: -6.6604 2.1645 2.1321  0.109
H: -5.4805 2.7832 3.4432  0.094
H: -1.0954 -0.9405 3.6086  0.062
H: -1.1926 -0.4380 1.9310  0.040
H: -0.6758 0.7076 3.1497  0.085
H: -2.6573 -0.2952 5.2049  0.085
H: -3.7854 1.0952 4.9849  0.086
H: -2.0586 1.2692 4.8675  0.055
O: 4.8034 1.7617 3.2051  -0.268
P: 4.9894 1.4239 1.8088  0.453
N: 5.0253 2.7034 0.7753  -0.290
C: 5.8842 3.8267 1.2348  -0.091
C: 4.6827 2.6724 -0.6610  -0.083
N: 3.8156 0.3409 1.2950  -0.263
C: 2.4417 0.8778 1.4549  -0.105
C: 3.8330 -0.9658 1.9233  -0.115
N: 6.4215 0.6105 1.6208  -0.307
C: 6.8588 0.2912 0.3314  -0.164
C: 7.5305 0.6962 2.6020  -0.088
H: 6.9194 3.7338 0.7660  0.098
H: 5.9211 3.8730 2.3244  0.074
H: 5.5126 4.7940 0.8700  0.074
H: 5.5293 2.5780 -1.3396  0.085
H: 4.2286 3.6420 -0.7628  0.059
H: 4.0140 1.8463 -0.8176  0.036
H: 2.0743 0.8143 2.4836  0.086
H: 2.3889 1.9296 1.1452  0.050
H: 1.7510 0.3157 0.8584  0.054
H: 3.6442 -0.9405 2.9728  0.075
H: 3.0465 -1.5838 1.5395  0.063
H: 4.7400 -1.4753 1.6817  0.074
H: 7.6274 -0.5522 0.3969  0.107
H: 6.0809 0.0389 -0.3485  0.035
H: 7.4774 1.0732 -0.2046  0.095
H: 8.3234 1.3874 2.3381  0.070
H: 7.9553 -0.3039 2.7316  0.079
H: 7.1653 1.1251 3.5647  0.085
O: -3.1980 -0.2038 -2.8064  -0.408
P: -4.0131 0.9751 -3.2649  0.537
N: -5.1439 1.3611 -2.1138  -0.282
C: -6.2648 0.4652 -1.9479  -0.099
C: -5.1230 2.6243 -1.4547  -0.103
N: -4.9950 0.4094 -4.5179  -0.319
C: -4.3749 -0.3724 -5.5063  -0.129
C: -6.0725 1.2142 -5.0005  -0.122
N: -3.0360 2.2134 -3.5578  -0.280
C: -3.4631 3.3237 -4.3904  -0.098
C: -1.5994 2.1117 -3.2482  -0.063
H: -6.1846 -0.3782 -2.6245  0.086
H: -7.1156 1.0132 -2.4306  0.082
H: -6.5622 0.2186 -0.9405  0.075
H: -6.0151 3.2168 -1.5355  0.086
H: -4.3136 3.2830 -1.6990  0.061
H: -4.9663 2.5212 -0.4078  0.042
H: -3.2578 -0.5568 -5.3276  0.108
H: -4.8544 -1.2771 -5.6863  0.066
H: -4.2638 0.1870 -6.4419  0.086
H: -6.5310 1.7101 -4.0759  0.088
H: -5.7328 1.9874 -5.6772  0.069
H: -6.8023 0.5558 -5.4657  0.095
H: -3.1023 3.2784 -5.4271  0.090
H: -4.5755 3.3267 -4.4926  0.074
H: -3.2418 4.3356 -3.9591  0.092
H: -1.1885 1.0883 -3.5129  0.095
H: -1.4111 2.4601 -2.2356  0.064
H: -1.1733 2.8890 -3.8550  0.052

Forces on atoms 1 to 2 (eV/Å):
Ca -0.26 0.07 -0.44
O -0.11 -0.53 0.34

Computed properties:
HOMO energy (eV): -7.154
Gap between HOMO and LUMO (eV): 7.6
E_tot (a.u.): -5828.618254


Density functional theory data (ωB97M-V/def2-TZVPD) for C38H20F5N6O4Sn as an isolated structure.

Each line ends with the Löwdin charge.
Geometry (Å):
Sn: 11.5761 11.8774 12.8580  1.250
O: 5.3992 9.2297 15.6373  -0.043
C: 6.3177 8.4759 15.1858  -0.642
O: 6.4328 7.2296 15.1439  -0.018
C: 7.5391 9.2259 14.5652  -0.049
C: 8.6971 8.6218 14.1012  0.073
C: 9.8188 9.3740 13.8072  -0.203
N: 9.7721 10.7303 13.6165  0.017
C: 8.5786 11.3364 13.9204  -0.193
C: 7.4659 10.6123 14.3439  0.086
C: 8.7092 12.7464 13.7052  -0.209
C: 7.8155 13.6871 14.3202  -0.019
C: 7.8447 14.9797 13.9174  -0.052
C: 8.7757 15.4031 12.8799  -0.013
C: 9.7410 14.5162 12.4697  -0.098
N: 9.7211 13.2637 12.9903  -0.049
C: 11.1131 8.8224 13.4960  -0.189
C: 11.3333 7.4119 13.5082  0.016
C: 12.4456 6.8474 12.9397  -0.032
C: 13.4279 7.6620 12.3628  -0.011
C: 13.1459 9.0299 12.3207  -0.117
N: 12.0559 9.5653 12.8501  -0.034
H: 8.7370 7.5299 13.9699  0.134
H: 6.5038 11.1642 14.6070  0.156
H: 7.2242 13.4746 15.2360  0.141
H: 7.5097 15.8309 14.5217  0.108
H: 8.9203 16.4531 12.6903  0.108
H: 10.6917 14.8174 11.9785  0.133
H: 10.5520 6.8003 13.9431  0.114
H: 12.5487 5.7504 12.9643  0.131
H: 14.3116 7.2275 11.9528  0.108
H: 13.8669 9.7279 11.9048  0.122
O: 8.9023 10.8419 20.7806  0.184
C: 9.3241 9.7597 20.5515  -0.392
O: 9.7070 8.6654 20.4606  0.218
C: 10.8269 10.8864 17.9955  0.194
C: 11.8227 10.2183 17.4304  0.024
C: 12.7350 10.9817 16.6637  -0.170
N: 12.5802 12.3139 16.4387  0.247
C: 11.5289 12.8805 17.0553  -0.135
C: 10.6825 12.1845 18.0553  0.044
C: 11.1715 14.2222 16.5864  -0.245
C: 9.7597 14.4225 16.6586  -0.038
C: 9.3604 15.7050 16.4567  -0.054
C: 10.2988 16.7153 16.0112  -0.006
C: 11.6527 16.4055 16.1232  -0.105
N: 12.0623 15.1600 16.3516  0.145
C: 13.9209 10.3153 16.1482  -0.208
C: 14.2722 9.0171 16.6718  -0.003
C: 15.4505 8.4335 16.3163  -0.064
C: 16.3136 9.0769 15.4435  -0.039
C: 15.9202 10.3204 14.9535  -0.125
N: 14.7728 10.9144 15.2812  0.127
H: 11.9237 9.1779 17.6387  0.127
H: 9.9513 12.7188 18.6955  0.159
H: 9.0678 13.5841 16.8871  0.122
H: 8.2961 15.8763 16.2085  0.099
H: 9.9266 17.4793 15.3055  0.121
H: 12.4253 17.1031 15.8110  0.118
H: 13.6122 8.5061 17.3627  0.100
H: 15.7121 7.4660 16.7334  0.121
H: 17.3293 8.6867 15.2482  0.125
H: 16.5792 10.8528 14.2054  0.134
F: 13.3782 13.4291 10.6023  0.038
C: 12.3122 12.8057 10.0039  -0.254
C: 11.5380 11.9000 10.6988  -0.208
C: 10.5230 11.2018 10.0007  -0.217
F: 9.7465 10.3233 10.6894  0.069
C: 10.2595 11.4410 8.6551  -0.123
F: 9.3679 10.6656 8.0017  0.118
C: 11.0899 12.3322 7.9569  -0.089
F: 10.9027 12.4867 6.6234  0.120
C: 12.1025 13.0502 8.6394  -0.118
F: 12.8380 13.9542 7.9648  0.116

Forces on atoms 1 to 2 (eV/Å):
Sn 0.86 0.13 1.18
O 1.96 -0.94 -0.86

Computed properties:
HOMO energy (spin up / spin down) (eV): -10.244 / -10.244
Net charge: +1
Energy relative to the best compared isomer or geometry (same formula, charge and spin) (kJ/mol): 217.1
Gap between HOMO and LUMO (spin up / spin down) (eV): 2.6 / 2.6
E_tot (a.u.): -2802.731732


Among the records above, which one has the highest E_tot?
C38H20F5N6O4Sn


What is the formula in the second record?
C38H20F5N6O4Sn